[1]
ORCA calculation (wB97M-V/def2-TZVPD) on a 2-piece molecular cluster, C4H5Cl overall in a non-equilibrium geometry.

Properties
SMILES	ClC1=CC=C1.[H][H]
HOMO	-8.105	eV
relative energy (zero: lowest compared OMol25 entry of this formula, charge and spin)	86.7	kcal/mol
orbital gap	0.30835	Eh

Last column: Mulliken charge in e.
CARTESIAN COORDINATES (ANGSTROEM)
Cl  -1.45564  -1.67238  -1.17213  -0.17
C  0.27195  -0.24235  0.55780  -0.50
C  -0.80690  -0.41420  -0.21391  0.08
C  -0.09654  1.30764  0.77367  -0.28
C  -1.13262  1.14670  -0.03629  -0.33
H  1.07895  -0.78801  1.02999  0.52
H  1.89695  -1.70491  -1.41899  0.17
H  -2.03934  1.77244  -0.21645  0.33
H  0.38823  2.16939  1.36249  0.32
H  1.89497  -1.57432  -0.66618  -0.15

[2]
ORCA calculation (wB97M-V/def2-TZVPD) on a single C4H6N2O molecule.

Properties
SMILES	N[C@@H]1NC=CC1=O
HOMO	-8.531	eV
relative energy (zero: lowest compared OMol25 entry of this formula, charge and spin)	27.0	kcal/mol
orbital gap	0.33686	Eh

Last column: Mulliken charge in e.
CARTESIAN COORDINATES (ANGSTROEM)
O  -0.96689  0.29673  2.08566  -0.63
N  0.37681  -0.31683  -1.08556  -0.21
N  -0.86364  1.71006  -0.69643  -0.60
C  -0.04567  0.68013  -0.13263  0.33
C  0.76835  -1.42039  -0.38713  -0.41
C  0.40663  -1.37487  0.92434  -0.60
C  -0.36306  -0.14464  1.12635  0.36
H  1.31530  -2.20797  -0.89877  0.39
H  -0.96948  2.44663  -0.00850  0.28
H  0.83395  1.15063  0.35187  0.21
H  -1.79333  1.38322  -0.94016  0.25
H  0.61355  -2.12242  1.67480  0.40
H  0.68747  -0.08029  -2.01382  0.23

[3]
ORCA calculation (wB97M-V/def2-TZVPD) on a single C6H12O molecule in a non-equilibrium geometry.

Properties
SMILES	CC[C@H]1CCCO1
HOMO	-9.535	eV
relative energy (zero: lowest compared OMol25 entry of this formula, charge and spin)	65.1	kcal/mol
orbital gap	0.38962	Eh

Last column: Mulliken charge in e.
CARTESIAN COORDINATES (ANGSTROEM)
O  -0.26544  -0.28445  1.38582  -0.53
C  -1.19135  1.13541  -0.36327  -0.72
C  1.33505  0.53659  -0.73797  -0.64
C  0.17841  0.85696  0.25005  0.06
C  -2.01011  -0.15247  -0.09885  -0.49
C  -1.05855  -1.12395  0.58684  -0.49
C  2.17269  -0.76031  0.13154  -1.03
H  3.21032  -0.62504  -0.15163  0.35
H  -2.41779  -0.58612  -1.01040  0.34
H  1.98410  -0.45864  1.16910  0.35
H  -0.34992  -1.60487  -0.10029  0.23
H  0.98719  0.58793  -1.81999  0.31
H  0.55381  1.53939  0.98878  0.43
H  -1.63620  1.99407  0.14497  0.25
H  -1.19614  1.36766  -1.43706  0.34
H  -1.61418  -1.95212  1.06401  0.39
H  2.02350  -1.87768  0.18307  0.27
H  -2.83433  0.09359  0.57640  0.24
H  2.12895  1.31404  -0.76110  0.33

[4]
ORCA calculation (wB97M-V/def2-TZVPD) on a 10-piece molecular cluster, C5H27NO11 overall in a non-equilibrium geometry.

Properties
multiplicity	2
HOMO (spin up / spin down)	-0.023 / -3.817	eV
relative energy (zero: lowest compared OMol25 entry of this formula, charge and spin)	0.0	kcal/mol
total charge	-1
orbital gap (spin up / spin down)	0.08257 / 0.22025	Eh

Last column: Mulliken charge in e.
CARTESIAN COORDINATES (ANGSTROEM)
O  0.91707  4.19527  0.70790  -0.55
O  -1.44215  1.00464  -1.42199  -0.46
O  4.71318  -0.84896  -1.49399  -0.66
O  -0.74050  3.41675  -3.20670  -0.63
O  -2.14208  -2.74630  0.30987  -0.62
O  -0.44598  -2.30914  -3.29286  -0.66
O  -3.63865  -0.66190  -1.49975  -0.73
O  -0.78271  -1.70212  3.54158  -0.69
O  0.60506  0.66653  -3.21576  -0.65
O  1.01048  -3.92265  0.18469  -0.67
O  0.22556  2.29397  4.16361  -0.71
N  0.89723  -0.32208  1.72526  -0.26
C  1.44369  2.05922  1.58825  -0.63
C  0.24681  -0.67705  0.46112  -0.37
C  0.89737  3.46107  1.67696  -0.04
C  0.11165  1.16077  3.60708  -0.67
C  0.43196  1.03221  2.12936  0.29
H  -0.71104  -0.18445  0.28037  0.54
H  -3.08542  -1.34898  -1.07786  0.33
H  2.32416  1.94859  2.23185  0.37
H  -4.39243  -0.65928  -0.89222  0.33
H  -1.53241  3.84368  -2.85907  0.29
H  -2.38103  -3.67862  0.23345  0.24
H  0.88254  -0.28967  -0.42616  0.19
H  0.52104  -2.29103  -3.35366  0.32
H  4.34226  -0.17405  -0.90532  0.32
H  -0.05080  3.55708  -2.54561  0.34
H  -0.05595  -1.60630  2.92004  0.31
H  0.05391  -1.72433  0.33332  -0.28
H  -1.62282  -1.46212  3.15358  0.30
H  -0.54726  -1.34400  -3.30901  0.32
H  -0.17476  0.34580  4.26168  0.61
H  -0.09501  0.60290  -3.88481  0.27
H  0.29808  3.59823  2.61229  0.43
H  4.25740  -0.51817  -2.28294  0.32
H  1.91001  -0.28889  1.62475  0.34
H  0.39326  -4.57523  0.54446  0.30
H  1.41100  -3.62297  1.02340  0.33
H  -0.48274  1.28866  1.53174  -0.13
H  -0.08338  0.87961  -2.52057  0.35
H  -1.64674  1.91726  -1.65240  0.19
H  -2.23906  0.47571  -1.62178  0.33
H  1.59310  1.90252  0.49470  0.15
H  -1.19388  -2.69220  0.12114  0.27

[5]
ORCA calculation (wB97M-V/def2-TZVPD) on a 6-piece molecular cluster, C39H43FN7O12P overall in a non-equilibrium geometry.

Properties
SMILES	CC(=O)NCCCCP(F)N(C)C(C)=O.O=[N+]([O-])c1ccccc1.O=[N+]([O-])c1ccccc1.O=[N+]([O-])c1ccccc1.O=[N+]([O-])c1ccccc1.O=[N+]([O-])c1ccccc1
HOMO	-8.554	eV
orbital gap	0.28129	Eh

Last column: Mulliken charge in e.
CARTESIAN COORDINATES (ANGSTROEM)
P  -0.71186  0.87263  -0.47550  0.00
F  -0.62200  2.55184  -0.70381  -0.30
O  -4.39630  1.97545  5.40086  -0.57
O  4.39751  -6.72264  -12.23850  -0.60
O  -4.64284  3.20132  9.79526  -0.61
O  -3.77542  1.39492  8.99827  -0.67
O  1.21544  -1.30705  3.20306  -0.55
O  1.74271  3.04982  -6.06857  -0.57
O  -5.29358  1.18468  3.60205  -0.62
O  2.48218  -4.87212  -3.50423  -0.60
O  2.56291  -5.20398  -5.63349  -0.63
O  3.61644  3.40610  -7.07629  -0.61
O  2.76261  1.07070  -0.70405  -0.52
O  2.59117  -6.70801  -13.41637  -0.61
N  0.75766  0.21923  0.25763  0.58
N  2.58200  -4.47820  -4.65191  1.00
N  3.19381  -6.58127  -12.36436  1.00
N  -3.71696  2.57193  9.31814  1.08
N  -0.43868  -0.77526  4.78239  -0.38
N  -5.13898  1.20292  4.81183  1.06
N  2.87218  3.50551  -6.11573  1.01
C  -6.44408  -0.70099  7.75029  -0.51
C  -0.18654  3.27070  8.30988  -0.49
C  0.30085  -5.80682  -10.12568  -0.43
C  4.28252  5.61575  -2.73095  -0.46
C  2.55365  4.33765  -3.81580  -0.36
C  -1.13696  5.27590  9.25726  -0.44
C  -1.38056  2.59521  8.52971  -0.18
C  -2.04045  0.59086  0.86967  -0.42
C  -5.74929  0.23532  6.99518  -0.22
C  -0.45548  -3.09602  3.55010  -1.00
C  2.96553  -0.31273  -5.28314  -0.21
C  5.09189  5.49062  -3.85554  -0.44
C  -1.01668  1.25093  3.26376  -0.08
C  -5.88681  0.23194  5.61097  -0.03
C  2.92527  -1.17627  -6.37271  -0.63
C  -2.45002  3.27254  9.10798  0.06
C  -0.06659  4.60881  8.67041  -0.41
C  4.63685  4.79044  -4.96584  -0.40
C  2.72971  -3.03864  -4.87010  -0.03
C  -1.96911  1.65847  2.05184  -0.42
C  0.20256  -1.68135  3.80948  0.61
C  -2.33558  4.60881  9.47818  -0.41
C  3.07145  -6.06638  -9.95416  -0.53
C  -7.40463  -1.62284  5.73710  -0.51
C  0.94615  -5.63858  -8.90475  -0.43
C  2.03073  2.21624  1.30987  -0.92
C  2.32865  -5.76362  -8.81899  -0.17
C  2.80922  -2.54602  -6.17018  -0.05
C  3.36620  4.22320  -4.93972  0.15
C  -6.71558  -0.68823  4.97463  -0.35
C  2.77698  -2.18061  -3.77531  -0.63
C  1.89254  1.12505  0.17182  0.22
C  1.10270  -1.13060  -0.25726  -1.14
C  -7.26652  -1.63052  7.12187  -0.38
C  3.01784  5.03714  -2.70880  -0.42
C  -1.52983  -0.08207  4.00207  -0.27
C  2.89607  -0.81272  -3.98737  -0.49
C  2.41803  -6.24057  -11.17039  0.04
C  1.03610  -6.10692  -11.26605  -0.37
H  -3.16358  5.13910  9.93295  0.44
H  0.08213  1.20036  3.01045  0.06
H  2.82641  -5.62847  -7.86505  0.49
H  0.24398  -0.06232  5.07999  0.31
H  -8.04788  -2.34838  5.25236  0.38
H  0.86547  5.13478  8.49224  0.38
H  -1.72443  2.70487  1.66541  0.37
H  6.07732  5.94212  -3.86713  0.38
H  -5.10854  0.95238  7.49520  0.56
H  1.03698  2.64976  1.62971  0.27
H  2.11692  -1.39690  0.19215  0.34
H  -7.80188  -2.36548  7.71392  0.38
H  -0.69487  -3.59290  4.53626  0.35
H  0.30179  -3.73471  3.00897  0.33
H  1.25041  -1.17300  -1.38670  0.40
H  2.93091  -0.13434  -3.14095  0.57
H  0.65104  2.75495  7.85423  0.39
H  -1.03742  6.31776  9.53899  0.37
H  2.39222  5.13482  -1.82905  0.41
H  4.14742  -6.16455  -9.87513  0.42
H  2.72054  -2.55883  -2.76158  0.57
H  -1.99981  -0.83475  3.30370  0.20
H  5.27552  4.69923  -5.83602  0.44
H  -2.32624  0.19268  4.76783  -0.13
H  3.05030  0.75640  -5.44409  0.35
H  2.77863  -3.20952  -7.02622  0.35
H  -1.97129  -0.48766  1.20372  0.15
H  -0.77684  -5.70686  -10.18750  0.37
H  0.52311  -6.23581  -12.21136  0.44
H  2.98116  -0.78059  -7.38043  0.43
H  1.56568  3.89361  -3.78844  0.48
H  -1.12586  2.08415  4.04151  0.20
H  -1.39736  -2.99110  2.92884  0.25
H  2.74510  3.00988  0.94248  0.35
H  0.36866  -5.40981  -8.01491  0.41
H  -1.46282  1.55309  8.24486  0.47
H  -6.83046  -0.69126  3.89738  0.45
H  0.39499  -1.94520  0.09797  0.34
H  -3.02715  0.76431  0.32144  0.40
H  4.63904  6.16791  -1.86768  0.37
H  2.52196  1.70010  2.19757  0.23
H  -3.03632  1.73760  2.48670  0.11
H  -6.34171  -0.70903  8.82939  0.42

[6]
ORCA calculation (wB97M-V/def2-TZVPD) on C6H5LuNO6 as an isolated structure in a non-equilibrium geometry.

Properties
HOMO	-21.805	eV
relative energy (zero: lowest compared OMol25 entry of this formula, charge and spin)	40.6	kcal/mol
total charge	+3
orbital gap	0.28547	Eh

Last column: Mulliken charge in e.
CARTESIAN COORDINATES (ANGSTROEM)
Lu  0.43411  -1.70706  -0.00446  1.33
O  1.27078  -4.05534  -2.68635  0.01
O  3.28355  0.18817  -0.85202  -0.04
O  -0.42021  -1.93191  -3.45969  -0.07
O  0.01313  0.64574  -0.13260  -0.58
O  2.08352  1.73866  -4.28610  -0.10
O  -0.49465  -0.57507  1.61498  -0.83
N  -1.28535  1.28134  3.02753  -0.23
C  -0.18884  -1.74804  -2.32523  0.48
C  1.09733  -3.39992  -1.75906  0.15
C  2.38050  -0.49611  -0.65486  0.46
C  -0.64643  0.52362  0.93006  1.02
C  -1.59638  1.46636  1.60317  -0.50
C  1.85475  0.75013  -3.78730  0.11
H  -2.10806  1.48847  3.60456  0.38
H  -1.02532  0.30189  3.20064  0.36
H  -2.59260  1.09698  1.35724  0.33
H  -1.47449  2.49477  1.25979  0.39
H  -0.58533  1.93733  3.34968  0.35

We obtain calculated total energy values of -615.41752 -340.75189 -310.95553 -1089.01504 -3238.83916 -1972.23079 Ha for the records listed above, in that order.